[1]
Here is a cluster of 6 separate species, C22H50FN5O11P2 in total at a distorted geometry from OMol25. Energies are from wB97M-V/def2-TZVPD.

Structure (XYZ):
```
91
Properties=species:S:1:pos:R:3:mulliken_charge:R:1
C -0.1508 -2.5915 -2.0225 -1.078
C -0.7975 -1.4727 -2.8812 -0.585
C -1.7166 -0.5068 -2.0987 0.024
F -1.9678 -0.9049 -0.8087 -0.254
C -1.1670 0.9585 -2.1061 1.014
C -2.2633 1.8937 -2.6856 -1.167
P -2.1666 2.1321 -4.5104 1.003
O -3.2628 1.4972 -5.2030 -0.688
O -2.2429 3.7273 -4.8690 -0.561
O -0.7426 1.6166 -5.1252 -0.508
O -0.7475 1.3441 -0.7941 -0.375
C 0.0020 2.5105 -0.8961 0.607
O -0.4824 3.5153 -0.5700 -0.485
P 1.7776 2.5760 -1.5005 0.304
C 2.3705 0.9125 -2.0025 -1.078
O 1.6864 3.4746 -2.9174 -0.569
H -0.0336 -3.4815 -2.6493 0.356
H 0.8557 -2.2619 -1.7464 0.198
H -0.7254 -2.8810 -1.1414 0.244
H 0.0030 -0.9517 -3.4149 0.221
H -1.3929 -1.9560 -3.6640 0.508
H -2.6803 -0.5025 -2.6181 0.440
H -0.2791 1.0215 -2.7494 -0.473
H -3.2809 1.5397 -2.5072 0.301
H -2.2145 2.9080 -2.2623 0.564
H -1.7176 4.2290 -4.2209 0.365
H -0.1804 2.3985 -5.2517 0.322
H 2.3438 0.1886 -1.1826 0.351
H 1.8985 0.5164 -2.9152 0.333
H 3.4307 1.0350 -2.2566 0.447
H 1.1006 2.9874 -3.5180 0.223
C 0.8839 -6.0946 -1.1980 0.066
O 2.0204 -6.2966 -1.5792 -0.612
N 0.4587 -6.2093 0.0764 0.129
C -0.9171 -5.9506 0.4558 -1.039
C 1.4120 -6.6042 1.0987 -0.972
H 0.0831 -5.7905 -1.8940 0.350
H -0.9486 -5.1394 1.1865 0.361
H -1.3493 -6.8502 0.8992 0.381
H -1.5067 -5.6662 -0.4138 0.340
H 2.2277 -5.8809 1.1366 0.312
H 1.8296 -7.5811 0.8511 0.288
H 0.9216 -6.6521 2.0683 0.398
C 4.5820 3.5388 -3.9259 0.413
O 4.8617 3.0166 -2.8612 -0.679
N 5.3852 3.5494 -5.0088 0.103
C 4.9959 4.1897 -6.2494 -0.938
C 6.6815 2.8976 -4.9266 -0.929
H 3.6260 4.0572 -4.0885 0.082
H 4.9821 3.4508 -7.0536 0.345
H 5.7132 4.9754 -6.4961 0.343
H 4.0053 4.6313 -6.1566 0.300
H 6.5453 1.8422 -4.6867 0.287
H 7.2716 3.3574 -4.1328 0.284
H 7.2081 2.9912 -5.8736 0.386
C 4.5363 2.6534 1.7683 0.105
O 3.8379 1.7668 1.3143 -0.552
N 4.1101 3.8861 2.1111 0.160
C 5.0094 4.8862 2.6495 -0.946
C 2.7068 4.2214 1.9354 -0.705
H 5.6162 2.5091 1.9429 0.285
H 4.6713 5.1837 3.6448 0.331
H 5.0158 5.7611 1.9958 0.336
H 6.0209 4.4911 2.7224 0.301
H 2.0950 3.5345 2.5232 0.286
H 2.4390 4.1125 0.8850 0.028
H 2.5199 5.2437 2.2567 0.382
C -5.2057 -1.7205 2.3784 -0.009
O -4.9628 -2.4756 1.4583 -0.572
N -4.4090 -0.7092 2.7834 0.245
C -4.7642 0.1512 3.8933 -0.987
C -3.1552 -0.4787 2.0818 -1.041
H -6.1307 -1.8077 2.9773 0.313
H -4.8273 1.1842 3.5445 0.386
H -3.9929 0.0761 4.6642 0.356
H -5.7238 -0.1416 4.3166 0.281
H -3.3581 -0.2755 1.0319 0.273
H -2.5344 -1.3734 2.1463 0.278
H -2.6276 0.3645 2.5217 0.489
C -3.9304 -3.3804 8.1762 0.112
O -2.8198 -3.8372 8.3562 -0.575
N -4.3904 -2.9069 6.9981 0.139
C -5.7298 -2.3744 6.8525 -0.755
C -3.5103 -2.9351 5.8423 -0.858
H -4.6747 -3.3145 8.9891 0.264
H -6.2762 -2.9572 6.1070 0.296
H -5.6757 -1.3333 6.5257 0.219
H -6.2646 -2.4206 7.7993 0.300
H -3.2125 -3.9644 5.6392 0.352
H -2.6148 -2.3494 6.0570 0.291
H -4.0169 -2.5236 4.9715 0.190
```

## Properties
F_max: 3.4 eV/Å
SMILES: CC[C@@H](F)[C@@H](CP(=O)(O)O)OC(=O)P(C)O.CN(C)C=O.CN(C)C=O.CN(C)C=O.CN(C)C=O.CN(C)C=O
Highest occupied orbital energy: -8.81 eV
Kohn-Sham gap: 8.51 eV



[2]
Here is a structure of composition C22H50IrN3OP3 at a distorted geometry from OMol25. Energies are from wB97M-V/def2-TZVPD.

Structure (XYZ):
```
80
Properties=species:S:1:pos:R:3:lowdin_spin:R:1
Ir -0.1433 -0.4686 0.0886 1.004
P 1.8525 0.4007 0.9668 0.153
P -1.2758 1.4934 -0.3248 0.150
P 0.6595 -0.4498 -2.0036 0.035
H -1.2411 -2.8135 1.9782 0.021
C -1.0904 -3.8809 1.9758 0.423
C -0.1099 -4.3978 2.7272 0.410
H 0.3957 -3.8565 3.5145 0.017
C 2.0146 0.4521 2.7995 0.025
C 2.3069 2.1416 0.5711 0.024
C 3.2580 -0.6544 0.4753 0.033
C -2.8979 1.1941 -1.1250 0.036
C -1.5258 2.3508 1.2889 0.047
C -0.6122 2.8798 -1.3475 0.004
C 1.8065 -1.7040 -2.6992 0.012
C 1.6369 0.9760 -2.7035 -0.001
C -0.7135 -0.6070 -3.2162 0.024
H -1.7786 -4.5224 1.3953 0.015
H 0.1276 -5.4500 2.6216 0.016
H 1.5865 -0.4497 3.2596 0.001
H 1.5188 1.3472 3.2086 0.000
H 3.0817 0.4961 3.0734 0.005
H 1.5159 2.8150 0.9343 0.000
H 2.4476 2.3001 -0.5036 0.000
H 3.2456 2.4130 1.0838 0.006
H 2.9356 -1.7046 0.5665 0.003
H 4.1121 -0.4836 1.1454 0.006
H 3.5812 -0.4490 -0.5529 0.000
H -3.1900 2.1066 -1.6763 0.005
H -3.6711 0.9580 -0.3762 0.000
H -2.8152 0.3606 -1.8425 0.003
H -1.1798 3.3926 1.1823 0.003
H -0.9294 1.8708 2.0837 0.003
H -2.5931 2.3455 1.5678 0.003
H -0.6659 2.6235 -2.4142 0.000
H 0.4141 3.1371 -1.0555 0.000
H -1.2578 3.7523 -1.1605 0.002
H 2.0944 -1.4399 -3.7253 0.001
H 1.3236 -2.6835 -2.7234 0.005
H 2.7221 -1.7711 -2.1053 0.004
H 2.0899 0.6624 -3.6539 0.000
H 2.4576 1.2439 -2.0323 0.000
H 1.0315 1.8589 -2.9140 0.000
H -0.3265 -1.0360 -4.1536 0.002
H -1.1897 0.3581 -3.4381 0.000
H -1.4622 -1.2990 -2.8089 0.005
C 1.6788 -4.2474 -0.4891 0.116
C 0.5780 -4.8529 -1.2139 0.400
C 0.8197 -5.5884 -2.3637 0.224
C 2.0983 -5.6687 -2.8994 0.194
C 3.1803 -5.0576 -2.2647 0.263
C 2.9994 -4.3913 -1.0645 0.405
O 1.4618 -3.5381 0.5278 0.473
H 0.2615 -2.1138 -0.2880 0.131
H -0.4018 -4.7485 -0.7534 0.017
H -0.0172 -6.1366 -2.7769 0.005
H 2.2615 -6.2479 -3.8204 0.004
H 4.1778 -5.0805 -2.7169 0.005
H 3.7837 -3.7954 -0.6144 0.011
C -1.1960 0.1712 4.5674 0.002
N -2.3137 -0.3489 3.7640 0.022
C -3.5513 -0.6119 4.4938 0.003
C -2.1524 -0.6647 2.4475 0.021
N -0.9153 -0.8489 1.9556 0.115
N -3.2623 -0.8667 1.6756 0.015
C -4.4572 -0.0416 1.8395 0.002
C -3.2630 -1.7992 0.5386 0.031
H -1.5963 0.3476 5.5677 0.000
H -0.8124 1.1275 4.1720 0.000
H -0.3666 -0.5516 4.6559 0.001
H -4.2266 0.2501 4.4171 0.001
H -4.0249 -1.5210 4.1077 0.000
H -3.2813 -0.7580 5.5429 0.001
H -0.2094 -1.1221 2.6601 0.003
H -4.9494 0.0727 0.8687 0.000
H -5.1580 -0.5283 2.5280 0.001
H -4.1867 0.9587 2.2097 0.000
H -2.9168 -1.3089 -0.3898 0.021
H -2.6242 -2.6596 0.7588 0.003
H -4.2972 -2.1527 0.4179 0.002
```

## Properties
F_max: 3.3 eV/Å
Total charge: +4
Highest occupied orbital energy (spin up / spin down): -17.84 / -19.69 eV
2S+1: 6
Kohn-Sham gap (spin up / spin down): 5.74 / 3.29 eV
ΔE to the lowest compared entry with this formula, charge and spin: 152.06 kJ/mol



[3]
Here is a structure of composition C22H50N3OP3V at a distorted geometry from OMol25. Energies are from wB97M-V/def2-TZVPD.

Structure (XYZ):
```
80
Properties=species:S:1:pos:R:3:lowdin_spin:R:1
V -0.6012 -0.8680 -0.3801 1.943
P 1.4229 -1.4655 0.9254 0.016
P 1.0744 4.2770 -1.9091 0.000
P -1.0638 -3.1601 -0.8905 0.015
H 1.8488 -0.3750 -1.5691 0.006
C 0.7696 -0.2028 -1.6199 0.039
C 0.4593 0.4899 -2.9357 0.003
H 1.3714 0.8653 -3.4098 0.000
C 2.8778 -2.1467 0.0160 0.000
C 2.1212 0.1218 1.5473 0.007
C 1.4360 -2.5138 2.4226 0.005
C 1.7349 5.6205 -2.8959 0.000
C -0.0109 4.8873 -0.6171 0.000
C 2.3570 3.2393 -1.1880 0.001
C -2.6832 -3.7197 -1.5484 -0.003
C -0.8637 -4.2979 0.5512 0.012
C 0.0809 -3.9383 -2.1076 0.004
H 0.2830 -1.2607 -1.7081 0.011
H -0.0746 -0.1651 -3.6280 -0.001
H 3.5049 -2.7408 0.6968 0.000
H 3.4882 -1.3279 -0.3855 0.000
H 2.5661 -2.7917 -0.8145 0.000
H 2.8286 -0.0803 2.3641 0.001
H 1.3239 0.7752 1.9260 0.000
H 2.6479 0.6563 0.7444 0.000
H 2.3779 -2.3332 2.9597 0.000
H 1.3711 -3.5754 2.1488 0.000
H 0.5993 -2.2754 3.0920 0.000
H 1.8148 6.5382 -2.2979 0.000
H 1.0622 5.8018 -3.7460 0.000
H 2.7260 5.3411 -3.2756 0.000
H 0.1233 5.9739 -0.5138 0.000
H 0.1845 4.4065 0.3537 0.000
H -1.0432 4.6751 -0.9305 0.000
H 3.2198 3.2551 -1.8706 0.000
H 1.9878 2.2040 -1.0936 0.001
H 2.6702 3.6079 -0.1973 0.000
H -2.9044 -4.7318 -1.1715 -0.001
H -2.6524 -3.7459 -2.6501 0.000
H -3.5019 -3.0561 -1.2384 0.000
H -1.7141 -4.9941 0.5975 0.001
H -0.8250 -3.7445 1.4979 0.000
H 0.0650 -4.8799 0.4560 0.000
H -0.2734 -4.9485 -2.3562 0.000
H 1.0954 -4.0048 -1.6961 0.000
H 0.1107 -3.3441 -3.0307 0.000
C -1.6481 1.4944 -2.4843 -0.008
C -1.9157 0.2051 -1.9849 -0.072
C -3.1557 -0.3089 -2.3455 -0.005
C -4.1635 0.5331 -2.8432 -0.004
C -3.9493 1.9057 -2.9827 0.002
C -2.6694 2.4174 -2.7804 -0.004
O -0.3733 1.8086 -2.9442 0.003
H 0.3115 3.4336 -2.7636 0.000
H 0.5021 0.4887 -0.7611 0.006
H -3.3429 -1.3865 -2.2494 -0.001
H -5.1318 0.1079 -3.1090 -0.001
H -4.7588 2.5767 -3.2847 0.000
H -2.4195 3.4687 -2.9285 -0.001
C -2.6561 3.1521 1.2524 0.001
N -2.8648 1.7649 1.6662 0.007
C -3.6678 1.5497 2.8682 0.001
C -2.0611 0.8378 1.1303 0.007
N -0.9838 1.1099 0.4578 0.004
N -2.2932 -0.5724 1.2489 -0.005
C -1.8769 -1.1087 2.5674 0.006
C -3.6551 -1.0312 0.9080 0.000
H -3.4072 3.7666 1.7551 0.000
H -2.7871 3.2483 0.1648 0.000
H -1.6595 3.5107 1.5476 0.000
H -4.4680 0.8188 2.7000 0.000
H -3.0445 1.2407 3.7226 0.000
H -4.1333 2.5083 3.1176 0.000
H -0.7090 2.0775 0.3101 0.000
H -2.5720 -0.7685 3.3524 0.001
H -1.8906 -2.2052 2.5190 0.001
H -0.8562 -0.7736 2.8010 0.001
H -3.9362 -0.6724 -0.0893 0.000
H -3.6528 -2.1285 0.8957 0.000
H -4.3830 -0.6837 1.6539 0.000
```

## Properties
F_max: 7.1 eV/Å
Total charge: +3
Highest occupied orbital energy (spin up / spin down): -15.67 / -15.73 eV
2S+1: 3
Kohn-Sham gap (spin up / spin down): 5.83 / 6.77 eV
ΔE to the lowest compared entry with this formula, charge and spin: 12.79 kJ/mol



[4]
Here is a structure of composition C22H50N3OsP3S at a distorted geometry from OMol25. Energies are from wB97M-V/def2-TZVPD.

Structure (XYZ):
```
80
Properties=species:S:1:pos:R:3:lowdin_spin:R:1
Os -0.1639 -0.5685 -1.0438 1.323
P 0.9110 0.6792 -2.4104 0.089
P 0.7411 1.5737 1.0634 0.063
P -1.6018 -1.9829 -1.8197 0.111
H -2.0406 3.8834 1.3236 0.000
C -2.8251 3.1644 0.9521 0.006
C -3.3332 2.0659 1.5469 0.006
H -2.9715 1.5689 2.4698 0.000
C 0.3096 2.1274 -3.2370 0.039
C 2.6013 1.0226 -1.8148 -0.007
C 1.3100 -0.6895 -3.5909 0.024
C 0.0918 1.8093 2.7174 0.007
C 2.3468 0.9566 1.5922 0.008
C 1.0992 3.2424 0.5261 0.010
C -3.0295 -2.6837 -0.9245 0.000
C -0.5576 -3.5065 -1.9604 0.032
C -2.1033 -1.7551 -3.5863 0.056
H -3.0074 3.2021 -0.1484 0.004
H -4.0839 1.4625 1.0060 0.001
H 0.9693 2.4624 -4.0421 0.006
H 0.2081 2.9192 -2.4904 0.001
H -0.6869 1.9318 -3.6370 0.003
H 3.2468 1.3097 -2.6590 -0.002
H 3.0431 0.1394 -1.3259 0.000
H 2.5574 1.8238 -1.0693 0.001
H 2.0919 -0.3240 -4.2698 0.004
H 0.4315 -1.0153 -4.1642 0.001
H 1.7160 -1.5654 -3.0483 0.004
H 0.9328 2.2594 3.2617 0.002
H -0.1747 0.8731 3.2232 0.000
H -0.7555 2.4968 2.7242 0.000
H 2.7721 1.8024 2.1399 0.002
H 3.0150 0.6945 0.7724 0.000
H 2.2373 0.1151 2.2861 0.000
H 1.3528 3.7868 1.4416 0.002
H 0.2444 3.7283 0.0607 0.000
H 1.9519 3.3061 -0.1473 0.000
H -3.4956 -3.5951 -1.3548 -0.001
H -3.8198 -1.9361 -0.7955 0.002
H -2.7026 -2.9888 0.0794 0.000
H -1.0848 -4.3323 -2.4710 0.005
H -0.2718 -3.8539 -0.9538 0.000
H 0.3639 -3.2826 -2.5225 0.002
H -3.1914 -1.8351 -3.7550 0.008
H -1.6266 -2.4876 -4.2699 0.004
H -1.8004 -0.7460 -3.9238 0.005
C -5.0212 1.2015 -2.1215 0.100
C -5.5154 1.8658 -3.2729 0.332
C -6.8026 2.3809 -3.2860 0.223
C -7.6526 2.2437 -2.1968 0.102
C -7.1594 1.6183 -1.0372 0.243
C -5.8779 1.0702 -0.9917 0.340
S -3.4204 0.7320 -2.1232 0.626
H 0.0590 -0.0475 0.6390 0.015
H -4.8095 1.9483 -4.1053 0.008
H -7.1149 2.9229 -4.1678 0.006
H -8.6720 2.6254 -2.2479 0.001
H -7.7910 1.5916 -0.1397 0.006
H -5.5175 0.5794 -0.0902 0.010
C 3.3358 -3.0048 0.2416 0.001
N 2.3965 -3.0010 1.3702 0.015
C 2.9665 -3.1029 2.7175 0.002
C 1.2281 -2.3068 1.1532 0.025
N 1.2242 -1.6195 0.0216 0.093
N 0.1705 -2.4016 1.9959 0.011
C -0.0345 -3.6372 2.7736 0.001
C -0.9621 -1.4615 2.1183 0.008
H 4.0810 -3.7980 0.3410 0.000
H 3.8548 -2.0273 0.1501 0.000
H 2.7594 -3.2043 -0.6740 0.000
H 2.3037 -2.6191 3.4774 0.000
H 3.1018 -4.1828 2.9710 0.000
H 3.9617 -2.5905 2.7517 0.001
H 2.1838 -1.5002 -0.2862 0.001
H 0.2822 -3.5056 3.8137 0.000
H -1.0936 -3.9335 2.7857 0.000
H 0.5424 -4.4367 2.3066 0.000
H -0.9144 -0.9562 3.0866 0.001
H -0.9791 -0.6917 1.3658 0.006
H -1.9066 -1.9961 1.9725 0.000
```

## Properties
F_max: 7.3 eV/Å
Total charge: +4
Highest occupied orbital energy (spin up / spin down): -19.10 / -19.67 eV
2S+1: 5
Kohn-Sham gap (spin up / spin down): 6.42 / 4.63 eV